Entry from OMol25: a cluster of 14 separate species, C41H104F6NO43S15 in total at a distorted geometry (the ωB97M-V functional and the def2-TZVPD basis).

* largest force on an atom: 2.1 eV Å⁻¹
* ΔE to the lowest compared entry with this formula, charge and spin: 0.000 eV
* frontier orbital gap: 0.363 Ha
* net charge: -1

Each line ends with the Mulliken charge.
Element x y z (Å)
C 2.3520 -0.2123 -1.8784  -0.356
F 2.2662 -0.6973 -3.1292  -0.160
F 2.7881 -1.1791 -1.0604  0.185
F 3.2060 0.8231 -1.8784  -0.041
S 0.6548 0.2807 -1.3649  -0.093
O 0.1365 0.9736 -2.5032  0.552
O -0.0172 -0.9406 -1.0511  -0.087
N 0.9750 1.1075 0.0059  0.123
S -0.4251 1.7114 0.4487  0.156
O -0.7700 2.9040 -0.2815  0.056
O -1.4962 0.7862 0.6703  -0.247
C -0.0130 2.3353 2.1393  -0.186
F 0.6702 1.4368 2.8409  0.049
F 0.7289 3.4541 2.0859  -0.167
F -1.1471 2.6330 2.7741  -0.125
O -1.5735 -0.6224 -4.9044  -0.734
S -2.6411 -0.0055 -4.1928  1.523
O -2.7960 1.4031 -4.1603  -0.772
O -3.9879 -0.6208 -4.8116  -0.262
C -5.1967 0.0933 -4.4911  0.330
C -6.3399 -0.6223 -5.1875  -1.371
C -2.7045 -0.6808 -2.5604  2.410
H -5.1302 1.1279 -4.8168  0.305
H -5.3947 0.0894 -3.4138  -0.066
H -7.2113 0.0412 -5.2075  0.402
H -6.6948 -1.4905 -4.6291  0.241
H -6.1110 -0.8811 -6.2184  0.339
H -2.1911 0.0116 -1.9059  -1.090
H -2.3168 -1.6909 -2.6096  -0.983
H -3.7608 -0.7237 -2.3046  -0.362
O 0.4445 3.0842 -6.9127  -0.679
S 1.3717 3.5038 -5.9226  1.378
O 2.5211 4.2271 -6.3113  -0.701
O 0.5803 4.3567 -4.8686  -0.414
C -0.6881 3.8208 -4.4268  0.270
C -1.1117 4.5602 -3.1749  -0.922
C 1.8591 2.1043 -4.9583  -0.498
H -0.7234 2.7411 -4.2841  -0.074
H -1.4266 4.0481 -5.2009  0.356
H -1.1294 5.6333 -3.3719  0.452
H -0.4197 4.3517 -2.3571  -0.150
H -2.1000 4.2361 -2.8519  0.362
H 2.1170 2.4700 -3.9672  0.048
H 2.6303 1.6136 -5.5381  0.532
H 0.9733 1.4851 -4.8316  0.027
O 4.1731 -2.5572 2.8518  -0.518
S 5.4740 -2.9067 2.3882  1.126
O 6.6036 -2.7732 3.2520  -0.742
O 5.3701 -4.4230 1.8996  -0.113
C 5.8314 -5.4486 2.8446  -0.418
C 5.7277 -6.7903 2.1831  -0.971
C 5.8237 -2.2056 0.8048  -0.871
H 5.2347 -5.3319 3.7493  0.357
H 6.8660 -5.1981 3.0810  0.358
H 4.6905 -7.0305 1.9535  0.059
H 6.1035 -7.5122 2.9112  0.455
H 6.3407 -6.8354 1.2859  0.290
H 6.7948 -2.6202 0.5493  0.446
H 5.9205 -1.1270 0.9015  0.527
H 5.0476 -2.5224 0.1167  -0.017
O -3.3471 9.7101 -0.3977  -0.628
S -4.3984 8.9935 0.2396  1.189
O -5.7531 9.3835 0.0552  -0.633
O -4.3247 7.4652 -0.1493  -0.228
C -3.0011 6.8562 -0.2095  -0.727
C -3.1197 5.4668 0.3620  -0.324
C -4.0771 8.9293 1.9843  -0.886
H -2.2511 7.5036 0.2439  0.586
H -2.7465 6.7993 -1.2677  0.109
H -2.1244 5.0424 0.5180  0.027
H -3.6462 4.8789 -0.3859  0.122
H -3.5934 5.4390 1.3427  0.379
H -4.0323 9.9763 2.2880  0.383
H -3.1087 8.5004 2.2187  0.298
H -4.9429 8.4403 2.4173  0.296
O 2.9177 -3.9191 -0.8770  -0.181
S 2.8125 -5.2847 -0.4864  1.515
O 2.4260 -5.6893 0.8281  -0.714
O 1.8248 -6.0377 -1.4750  -0.514
C 0.3940 -5.9710 -1.2210  0.360
C -0.0428 -7.0547 -0.2404  -1.237
C 4.2607 -6.1859 -0.9244  -1.333
H -0.0618 -6.2293 -2.1690  0.321
H 0.1145 -4.9599 -0.9306  -0.062
H 0.7262 -7.8246 -0.2283  0.381
H -1.0158 -7.4476 -0.5312  0.445
H -0.1631 -6.6873 0.7804  -0.151
H 5.0865 -5.6534 -0.4579  0.243
H 4.3895 -6.2267 -2.0026  0.358
H 4.0987 -7.1854 -0.5347  0.422
O 3.4082 7.7348 4.3926  -0.676
S 3.7916 6.3735 4.4374  1.288
O 4.9851 5.9722 5.0974  -0.648
O 2.5698 5.6288 5.1091  -0.372
C 2.7566 4.2254 5.4120  -0.101
C 1.4247 3.5733 5.6009  -0.995
C 3.7738 5.7401 2.7792  -0.647
H 3.3599 4.1699 6.3209  0.350
H 3.3646 3.7448 4.6407  0.099
H 1.5371 2.4850 5.6047  0.429
H 0.6993 3.8539 4.8360  0.182
H 0.9455 3.7741 6.5602  0.360
H 2.7573 5.3995 2.5950  0.083
H 4.4454 4.8849 2.7492  0.128
H 4.0838 6.5444 2.1244  0.524
O -5.1434 0.7416 -0.5438  -0.469
S -5.5244 1.9777 0.0766  1.336
O -5.6844 3.1637 -0.6752  -0.686
O -6.9129 1.7013 0.8264  -0.447
C -7.0924 0.4124 1.4023  0.588
C -8.4048 0.4566 2.1680  -1.593
C -4.5718 2.2357 1.5516  -0.277
H -6.2865 0.1239 2.0794  0.218
H -7.1892 -0.3193 0.5974  -0.086
H -9.1958 0.7688 1.4877  0.345
H -8.2920 1.2061 2.9522  0.355
H -8.6618 -0.5119 2.5889  0.407
H -3.5423 2.5124 1.3262  -0.196
H -4.5145 1.2779 2.0579  -0.167
H -5.0735 2.9871 2.1520  0.571
O -0.4123 -1.1456 3.7112  -0.239
S 0.5289 -2.1610 3.3746  0.698
O 1.4060 -2.6734 4.3735  -0.585
O -0.3218 -3.3477 2.7763  -0.233
C 0.3558 -4.5422 2.3159  0.910
C -0.3346 -5.7561 2.8807  -2.201
C 1.4961 -1.6636 1.9747  0.931
H 1.4111 -4.5204 2.5990  0.496
H 0.3410 -4.5485 1.2241  -0.186
H 0.1762 -6.6498 2.5080  0.633
H -1.3362 -5.8408 2.4463  0.374
H -0.4117 -5.7788 3.9633  0.360
H 1.9096 -2.5778 1.5638  -0.414
H 2.1503 -0.9040 2.3852  0.441
H 0.8219 -1.2206 1.2417  -0.992
O -2.1738 -5.2153 -6.1543  -0.670
S -2.0923 -5.7240 -4.8315  1.344
O -2.1673 -7.1138 -4.5500  -0.685
O -0.7192 -5.2675 -4.1910  -0.301
C -0.2789 -3.9246 -4.4920  0.152
C 0.9077 -3.6237 -3.6100  -0.831
C -3.2515 -4.8848 -3.7936  -0.582
H -1.0360 -3.2052 -4.1698  -0.412
H -0.0764 -3.7643 -5.5462  0.484
H 1.4894 -2.7864 -3.9965  0.490
H 1.6674 -4.4103 -3.5719  0.419
H 0.6400 -3.3659 -2.5865  -0.199
H -3.0154 -3.8246 -3.8144  -0.153
H -3.1021 -5.3134 -2.8052  0.162
H -4.2532 -5.0969 -4.1527  0.617
O 8.0822 -3.7220 -3.5117  -0.687
S 7.1372 -2.7001 -3.2383  1.227
O 7.0362 -2.1312 -1.9378  -0.531
O 7.5085 -1.5464 -4.2556  -0.358
C 6.9134 -0.2423 -4.0680  0.508
C 7.0868 0.4839 -5.3649  -1.487
C 5.5308 -3.1993 -3.7939  -0.518
H 7.4371 0.2591 -3.2562  0.291
H 5.8566 -0.3093 -3.8228  -0.135
H 6.6476 1.4803 -5.3495  0.403
H 6.6849 -0.0803 -6.2081  0.341
H 8.1455 0.6372 -5.5878  0.349
H 5.0049 -2.3110 -4.1343  0.211
H 4.9866 -3.6541 -2.9716  -0.039
H 5.6959 -3.8320 -4.6619  0.401
O -3.5603 1.6262 8.8618  -0.662
S -2.2693 1.2829 8.3895  1.170
O -1.4329 0.4272 9.1185  -0.618
O -2.4094 0.6455 6.9567  -0.223
C -3.0573 1.4449 5.9448  -0.442
C -3.1965 0.6346 4.6774  -0.543
C -1.3609 2.7504 8.0130  -0.834
H -2.5309 2.3806 5.7481  0.303
H -4.0390 1.7376 6.3358  0.368
H -3.7532 1.2910 3.9958  0.042
H -3.8591 -0.2248 4.7321  0.489
H -2.2018 0.4957 4.2626  0.013
H -0.8598 3.1305 8.9022  0.500
H -2.0217 3.5372 7.6604  0.401
H -0.5836 2.4930 7.3007  0.013
O -3.2073 -4.5155 0.7013  -0.811
S -2.8209 -3.3846 -0.0610  0.388
O -1.6666 -3.4698 -0.8864  0.088
O -4.0269 -2.9306 -0.9985  0.407
C -5.3481 -2.9131 -0.3916  -0.233
C -6.3381 -2.8608 -1.5400  -0.994
C -2.7077 -1.9547 0.9809  0.698
H -5.3772 -2.0644 0.2972  -0.015
H -5.5120 -3.8075 0.2092  0.504
H -5.9178 -2.3655 -2.4147  -0.063
H -7.2451 -2.3227 -1.2671  0.347
H -6.5649 -3.8904 -1.8130  0.419
H -3.3632 -2.2008 1.8163  0.733
H -3.0246 -1.0487 0.4782  -0.122
H -1.6737 -1.9137 1.3056  -1.311
O 5.5658 1.6560 -0.2009  -0.516
S 5.0718 2.5351 0.8025  1.269
O 5.9492 3.0880 1.7716  -0.720
O 4.4198 3.8165 0.1257  -0.361
C 3.4232 3.6478 -0.9031  0.601
C 2.4453 4.7750 -0.8257  -0.802
C 3.6598 1.8070 1.5978  0.359
H 2.8847 2.7076 -0.8206  -0.519
H 3.9329 3.6361 -1.8692  0.524
H 1.7651 4.6767 0.0221  -0.084
H 1.8021 4.7373 -1.7099  0.104
H 2.9089 5.7607 -0.8165  0.443
H 3.6036 0.7481 1.3837  -0.258
H 2.7952 2.3726 1.2725  -0.593
H 3.7569 2.0788 2.6482  0.493

Forces on atoms 1 to 2 (eV/Å):
C 0.07 -0.21 0.21
F 0.24 0.20 0.52